1.
C57H48FN6PSTi | ωB97M-V/def2-TZVPD

The geometry in XYZ format:
```
115
Properties=species:S:1:pos:R:3:mulliken_charge:R:1
Ti 0.331 -0.049 1.396 -0.773
C 3.603 -0.584 -2.700 -0.672
C 3.062 -1.441 -3.709 -1.008
C 1.979 -2.197 -3.307 -1.538
C 1.271 -1.843 -2.144 -0.239
N 1.419 -0.450 -1.747 1.711
C 2.848 -0.225 -1.639 -0.121
N 0.869 -2.849 -1.332 0.126
C 0.813 -2.887 -0.055 -0.668
N 1.183 -1.859 0.868 1.269
C 1.744 -2.455 1.950 -0.178
N 2.448 -1.894 2.902 -0.444
C 2.995 -0.654 2.700 -0.101
C 4.066 -0.300 3.550 -1.296
C 4.756 0.859 3.329 -0.455
C 4.382 1.683 2.257 -1.329
C 3.286 1.321 1.524 0.128
N 2.573 0.196 1.743 1.251
C 1.447 -3.895 1.914 0.575
C 1.702 -4.901 2.834 -0.386
C 1.318 -6.190 2.499 -0.769
C 0.728 -6.457 1.259 -0.792
C 0.502 -5.451 0.333 -0.172
C 0.850 -4.155 0.684 -0.362
H 4.663 -0.357 -2.698 0.482
H 3.642 -1.709 -4.581 0.462
H 1.762 -3.154 -3.774 0.494
H 3.243 0.161 -0.713 -0.021
H 4.320 -0.991 4.341 0.587
H 5.586 1.133 3.966 0.420
H 4.908 2.599 2.030 0.496
H 2.924 1.964 0.731 0.238
H 2.185 -4.674 3.775 0.579
H 1.483 -7.002 3.196 0.426
H 0.445 -7.475 1.020 0.417
H 0.057 -5.662 -0.631 0.515
C 2.426 3.748 -3.534 -1.317
C 2.225 4.591 -2.521 -1.137
C 1.143 4.299 -1.551 -0.253
C 0.534 2.950 -1.426 1.011
C -0.183 3.848 -2.326 -0.869
C 1.414 2.634 -3.621 -0.458
P -0.195 2.327 0.166 1.040
C -1.796 3.231 0.323 1.270
C -3.007 2.591 0.563 -0.294
C -4.168 3.326 0.781 -1.004
C -4.139 4.709 0.761 -0.714
C -2.936 5.362 0.524 -0.978
C -1.781 4.630 0.315 -0.119
C 0.628 2.910 1.659 0.030
C 1.067 4.166 2.094 -0.220
C 1.501 4.299 3.397 -0.881
C 1.460 3.205 4.266 -0.972
C 1.004 1.975 3.832 -0.038
C 0.601 1.796 2.502 -0.454
H 3.127 3.942 -4.334 0.374
H 2.768 5.521 -2.413 0.487
H 0.963 5.017 -0.768 0.560
H -1.123 4.302 -2.057 0.447
H 1.620 1.910 -4.407 0.634
H -3.049 1.513 0.579 0.563
H -5.097 2.804 0.970 0.494
H -5.043 5.278 0.933 0.388
H -2.895 6.444 0.510 0.471
H -0.858 5.166 0.139 0.264
H 1.057 5.033 1.446 0.302
H 1.854 5.259 3.752 0.433
H 1.787 3.329 5.292 0.442
H 0.974 1.140 4.524 0.512
C -0.508 -1.420 -5.226 -0.617
N -1.481 -1.745 -4.146 0.330
C -1.474 -3.191 -3.785 -0.844
C -1.340 -0.906 -2.840 -0.754
C -0.562 0.359 -2.973 3.268
C -1.295 1.331 -3.808 -0.946
C -1.060 2.578 -4.227 -2.103
C 0.085 3.426 -3.758 0.332
C 1.283 1.911 -2.255 -1.149
C 0.654 0.538 -2.362 -0.970
H -0.593 -2.183 -5.998 0.387
H 0.492 -1.404 -4.806 0.186
H -0.748 -0.441 -5.632 0.318
H -2.404 -1.531 -4.513 0.475
H -0.498 -3.427 -3.366 0.342
H -1.682 -3.786 -4.672 0.357
H -2.236 -3.357 -3.025 0.288
H -0.942 -1.585 -2.103 -1.516
H -2.375 -0.689 -2.567 0.501
H -2.212 0.902 -4.216 0.432
H -1.767 3.027 -4.915 0.316
H 0.237 4.296 -4.395 0.751
H 2.292 1.789 -1.872 0.952
F -3.257 -1.314 6.362 -0.382
C -2.451 -1.074 5.303 0.061
C -2.704 0.030 4.510 -0.707
C -1.869 0.268 3.432 0.075
C -0.788 -0.570 3.114 2.047
C -0.582 -1.665 3.954 -0.385
C -1.403 -1.926 5.049 -0.964
H -3.534 0.684 4.743 0.502
H -2.073 1.142 2.824 0.092
H 0.242 -2.345 3.793 0.224
H -1.231 -2.778 5.694 0.486
S -1.628 -0.428 0.151 0.782
C -2.537 -1.921 0.438 0.463
C -3.762 -2.033 -0.226 -0.963
C -4.528 -3.183 -0.112 -0.909
C -4.084 -4.242 0.671 -0.836
C -2.875 -4.130 1.342 -0.916
C -2.108 -2.980 1.230 0.325
H -4.116 -1.200 -0.823 0.475
H -5.479 -3.248 -0.626 0.424
H -4.681 -5.140 0.764 0.408
H -2.516 -4.944 1.961 0.502
H -1.177 -2.907 1.769 0.000
```

## Properties
maximum force	2.254	eV/Å
LUMO	-0.07	eV
multiplicity	1
molar mass	946.96	g mol⁻¹
energy relative to the best compared isomer or geometry (same formula, charge and spin)	74.4	kcal/mol

***

2.
C57H48I2KN4OP2S4 | ωB97M-V/def2-TZVPD

The geometry in XYZ format:
```
119
Properties=species:S:1:pos:R:3:mulliken_charge:R:1
K 0.664 0.450 1.367 1.114
O -0.431 2.344 -0.375 -0.498
S -0.963 1.436 -1.430 1.511
C -0.651 2.232 -3.054 -0.105
C -1.650 2.819 -3.795 -0.021
C -1.450 3.379 -5.074 -1.503
C -0.209 3.304 -5.629 -0.004
C 0.322 3.768 -6.962 -0.761
C 1.805 3.316 -6.976 -0.825
C 2.001 2.600 -5.663 0.257
C 3.076 1.934 -5.151 -1.504
C 2.955 1.369 -3.870 0.037
C 1.824 1.465 -3.080 -0.142
P 1.900 0.780 -1.365 1.066
C 3.059 1.962 -0.568 0.864
C 4.367 2.213 -0.985 0.158
C 5.191 3.039 -0.242 -0.773
C 4.734 3.618 0.936 -0.703
C 3.434 3.392 1.351 -0.901
C 2.603 2.581 0.593 0.114
C 2.922 -0.706 -1.688 0.711
C 4.061 -1.036 -0.961 -0.636
C 4.679 -2.264 -1.160 -0.754
C 4.174 -3.165 -2.082 -0.628
C 3.038 -2.841 -2.815 -0.702
C 2.410 -1.626 -2.609 -0.528
C 0.664 2.108 -3.616 -1.279
C 0.816 2.659 -4.908 1.271
C -2.746 1.665 -1.381 0.583
C -3.278 2.910 -1.157 -0.624
C -4.637 3.200 -1.405 -1.343
C -5.418 2.220 -1.960 0.405
C -6.844 2.219 -2.457 -0.920
C -7.098 0.767 -2.956 -0.777
C -5.805 0.032 -2.688 -0.074
C -5.426 -1.270 -2.845 -1.253
C -4.175 -1.686 -2.329 0.028
C -3.263 -0.821 -1.765 -0.277
P -1.933 -1.349 -0.578 1.555
C -1.966 -3.170 -0.760 0.722
C -2.279 -4.056 0.267 -0.800
C -2.142 -5.424 0.071 -0.735
C -1.678 -5.919 -1.138 -0.550
C -1.342 -5.041 -2.160 -0.701
C -1.474 -3.676 -1.966 -0.701
C -3.025 -1.005 0.862 0.563
C -2.632 -0.014 1.758 1.623
C -3.409 0.275 2.868 -0.911
C -4.596 -0.405 3.079 -0.806
C -5.018 -1.359 2.166 -0.988
C -4.244 -1.652 1.056 -0.570
C -3.572 0.577 -1.771 -0.953
C -4.877 0.933 -2.134 1.187
H -2.653 2.863 -3.401 0.350
H -2.286 3.837 -5.587 0.460
H 0.232 4.852 -7.055 0.269
H -0.244 3.325 -7.783 0.267
H 2.482 4.169 -7.048 0.279
H 2.022 2.663 -7.823 0.297
H 4.004 1.835 -5.700 0.460
H 3.796 0.806 -3.488 0.625
H 4.761 1.753 -1.880 0.327
H 6.206 3.217 -0.576 0.403
H 5.395 4.236 1.530 0.384
H 3.050 3.824 2.265 0.553
H 1.584 2.439 0.918 -0.215
H 4.450 -0.354 -0.221 0.268
H 5.557 -2.516 -0.577 0.447
H 4.654 -4.125 -2.224 0.377
H 2.643 -3.541 -3.541 0.424
H 1.510 -1.375 -3.160 0.403
H -2.605 3.698 -0.837 0.533
H -5.018 4.194 -1.205 0.374
H -6.972 2.947 -3.260 0.285
H -7.538 2.493 -1.660 0.328
H -7.353 0.749 -4.017 0.315
H -7.923 0.299 -2.418 0.289
H -6.090 -2.006 -3.285 0.408
H -3.956 -2.747 -2.327 0.499
H -2.604 -3.686 1.228 0.491
H -2.389 -6.104 0.877 0.422
H -1.560 -6.986 -1.282 0.370
H -0.963 -5.420 -3.101 0.406
H -1.192 -2.985 -2.754 0.437
H -1.699 0.518 1.599 -0.939
H -3.070 1.007 3.586 0.392
H -5.176 -0.211 3.971 0.369
H -5.948 -1.891 2.329 0.415
H -4.584 -2.390 0.339 0.568
I 0.090 -2.532 2.607 0.020
I -1.606 -1.646 5.273 -0.799
N 0.295 3.732 2.946 -0.465
N -0.010 2.418 3.424 -0.448
H 0.016 4.446 3.608 0.275
H -0.227 3.877 2.090 0.137
H -0.899 2.381 3.911 0.235
H 0.704 2.150 4.091 0.247
C 1.340 -3.065 0.957 -0.540
H 1.233 -4.128 0.755 0.532
H 2.370 -2.837 1.222 0.343
H 1.061 -2.492 0.072 -0.263
S 6.673 -2.793 6.328 -0.453
C 5.437 -2.089 5.469 0.259
S 5.631 -1.768 3.765 -0.170
C 4.037 -0.948 3.719 -0.356
N 3.466 -0.996 4.871 -0.744
N 4.206 -1.646 5.843 0.528
C 3.542 -1.755 7.103 0.572
C 4.043 -2.480 8.183 -0.426
C 3.329 -2.533 9.373 -0.669
C 2.114 -1.885 9.506 -0.411
C 1.600 -1.187 8.423 -0.630
C 2.303 -1.119 7.233 -0.256
S 3.462 -0.235 2.312 -0.160
H 4.976 -3.006 8.102 0.181
H 3.738 -3.097 10.202 0.340
H 1.562 -1.934 10.437 0.359
H 0.636 -0.700 8.491 0.370
H 1.884 -0.602 6.386 0.532
```

## Properties
maximum force	1.264	eV/Å
LUMO	1.47	eV
multiplicity	1
molar mass	1288.16	g mol⁻¹
net charge	-1

***

3.
C57H50O5PS2V | ωB97M-V/def2-TZVPD

The geometry in XYZ format:
```
116
Properties=species:S:1:pos:R:3:mulliken_spin:R:1
V 1.285 -0.864 -1.081 0.905
C -4.913 -5.720 0.390 0.000
C -3.926 -4.620 0.117 0.001
C -4.362 -3.317 -0.128 -0.004
C -3.459 -2.297 -0.362 0.000
C -2.102 -2.582 -0.345 -0.001
C -1.639 -3.868 -0.134 -0.003
C -2.559 -4.880 0.097 0.000
S -0.994 -1.169 -0.570 -0.056
O -1.749 -0.405 -1.606 0.004
C -1.427 -0.432 1.025 0.032
C -1.461 -1.385 2.069 -0.003
C -2.258 -1.217 3.153 -0.007
C -3.226 -0.186 3.116 0.000
C -4.318 -0.181 4.013 -0.001
C -5.344 0.707 3.864 0.000
C -5.327 1.614 2.791 0.000
C -4.250 1.676 1.952 0.001
C -3.140 0.807 2.106 -0.003
C -2.026 0.812 1.168 0.005
C -1.656 2.097 0.507 -0.006
C -1.883 3.298 1.294 0.005
C -1.849 3.296 2.711 -0.002
C -2.159 4.420 3.425 0.002
C -2.539 5.606 2.770 -0.001
C -2.467 5.674 1.409 0.002
C -2.071 4.547 0.651 -0.003
C -1.801 4.647 -0.728 0.002
C -1.205 3.600 -1.360 -0.002
C -1.104 2.332 -0.752 0.001
S 0.134 1.278 -1.574 0.071
O 1.407 1.997 -1.280 0.003
C -0.199 1.662 -3.313 0.004
C 0.762 2.413 -3.970 0.002
C 0.624 2.672 -5.325 0.002
C -0.457 2.168 -6.044 0.001
C -0.590 2.436 -7.517 0.000
C -1.415 1.422 -5.360 0.003
C -1.299 1.173 -4.002 -0.002
H -5.883 -5.314 0.670 0.000
H -4.561 -6.367 1.193 0.000
H -5.051 -6.340 -0.498 0.000
H -5.422 -3.097 -0.127 0.000
H -3.798 -1.285 -0.539 -0.001
H -0.576 -4.077 -0.144 0.002
H -2.208 -5.890 0.270 0.000
H -0.840 -2.268 1.962 0.003
H -2.252 -1.922 3.975 0.000
H -4.345 -0.927 4.798 0.000
H -6.187 0.689 4.542 0.000
H -6.174 2.266 2.624 0.000
H -4.269 2.363 1.119 0.000
H -1.541 2.403 3.236 0.000
H -2.107 4.400 4.506 0.000
H -2.838 6.471 3.347 0.000
H -2.670 6.599 0.884 0.000
H -1.969 5.583 -1.246 0.000
H -0.816 3.734 -2.357 -0.001
H 1.606 2.795 -3.408 0.000
H 1.367 3.276 -5.831 0.000
H 0.389 2.511 -7.989 0.000
H -1.113 3.379 -7.687 0.000
H -1.158 1.648 -8.008 0.000
H -2.270 1.029 -5.897 0.000
H -2.052 0.601 -3.483 0.000
C 4.457 -1.914 -1.503 0.006
O 3.397 -1.152 -2.081 0.010
C 3.108 -1.638 -3.392 0.013
C 1.987 -0.794 -3.939 -0.010
O 0.765 -1.078 -3.267 0.037
C -0.028 -2.093 -3.881 0.007
H 5.344 -1.851 -2.137 0.001
H 4.172 -2.963 -1.388 -0.001
H 4.685 -1.488 -0.534 0.000
H 2.804 -2.689 -3.336 -0.003
H 3.994 -1.556 -4.029 0.000
H 1.879 -0.935 -5.017 0.000
H 2.221 0.255 -3.746 0.010
H -0.137 -1.877 -4.946 0.001
H -1.007 -2.055 -3.408 -0.002
H 0.409 -3.081 -3.731 -0.002
O 1.291 -3.483 -1.357 0.047
C 1.637 -2.681 -0.489 -0.007
C 2.263 -3.067 0.801 0.001
C 2.543 -4.389 1.139 -0.007
C 3.094 -4.680 2.374 0.000
C 3.340 -3.656 3.282 -0.003
C 3.069 -2.336 2.948 -0.001
C 2.553 -2.028 1.694 0.033
P 2.252 -0.351 0.998 -0.059
C 3.941 0.381 0.882 -0.005
C 4.163 1.384 -0.062 0.004
C 5.402 2.001 -0.155 0.001
C 6.438 1.620 0.683 0.000
C 6.229 0.617 1.617 -0.001
C 4.992 0.000 1.719 0.002
C 1.618 0.623 2.420 -0.019
C 0.883 0.005 3.431 0.001
C 0.405 0.738 4.506 0.002
C 0.642 2.103 4.574 -0.001
C 1.364 2.727 3.567 0.001
C 1.854 1.995 2.497 -0.007
H 2.325 -5.175 0.425 0.001
H 3.325 -5.702 2.646 0.000
H 3.742 -3.887 4.261 0.000
H 3.236 -1.556 3.680 -0.001
H 3.359 1.680 -0.719 0.001
H 5.558 2.785 -0.885 0.000
H 7.408 2.094 0.605 0.000
H 7.035 0.311 2.273 0.000
H 4.861 -0.791 2.441 -0.001
H 0.699 -1.059 3.388 -0.001
H -0.137 0.240 5.300 0.000
H 0.274 2.678 5.414 0.000
H 1.560 3.790 3.621 0.000
H 2.432 2.490 1.727 0.000
```

## Properties
maximum force	1.787	eV/Å
LUMO (alpha / beta)	-2.84 / -2.86	eV
multiplicity	2
molar mass	961.07	g mol⁻¹
net charge	+1
⟨S²⟩	0.77

***

4.
C57H51CoN3O5P2Si | ωB97M-V/def2-TZVPD

The geometry in XYZ format:
```
120
Properties=species:S:1:pos:R:3:mulliken_spin:R:1
Co 0.300 0.185 -0.229 2.770
O -2.025 1.977 5.798 0.001
C -2.333 2.613 4.775 0.000
O -3.111 3.549 4.556 0.001
C -1.602 2.096 3.483 0.005
C -0.430 1.362 3.596 -0.003
C 0.196 0.922 2.444 0.010
N -0.345 1.170 1.241 0.066
C -1.490 1.859 1.114 0.040
C -2.134 2.365 2.230 -0.005
C -1.908 1.954 -0.292 -0.003
C -2.894 2.801 -0.781 0.001
C -3.168 2.815 -2.135 -0.003
C -2.429 1.988 -2.975 0.002
C -1.459 1.176 -2.421 0.011
N -1.201 1.143 -1.118 0.004
C 1.423 0.113 2.347 0.043
C 2.279 -0.144 3.409 -0.003
C 3.350 -1.002 3.228 0.001
C 3.548 -1.567 1.975 0.006
C 2.694 -1.212 0.947 0.006
N 1.657 -0.400 1.114 -0.023
H -0.057 1.125 4.584 0.001
H -3.039 2.954 2.165 0.001
H -3.427 3.444 -0.094 0.001
H -3.937 3.462 -2.535 0.000
H -2.613 1.970 -4.040 0.001
H -0.854 0.516 -3.028 -0.002
H 2.099 0.326 4.366 0.001
H 4.018 -1.230 4.047 0.000
H 4.362 -2.254 1.795 0.000
H 2.834 -1.600 -0.055 -0.005
O -1.091 -1.470 1.480 0.007
P -2.005 -2.615 1.682 0.011
C -2.685 -3.288 0.112 -0.001
P -1.699 -2.901 -1.415 0.010
O -0.980 -1.608 -1.390 0.024
C -3.024 -2.978 -2.648 0.001
C -3.729 -4.151 -2.912 0.001
C -4.746 -4.147 -3.852 0.000
C -5.079 -2.971 -4.513 0.000
C -4.408 -1.794 -4.218 0.000
C -3.378 -1.798 -3.290 -0.001
C -0.558 -4.277 -1.697 0.001
C 0.428 -4.451 -0.727 -0.002
C 1.397 -5.424 -0.891 -0.001
C 1.390 -6.219 -2.029 0.000
C 0.434 -6.020 -3.014 0.000
C -0.543 -5.048 -2.854 0.001
C -3.434 -2.146 2.689 0.000
C -3.183 -1.124 3.604 0.001
C -4.197 -0.632 4.410 0.000
C -5.467 -1.186 4.314 0.000
C -5.716 -2.224 3.425 0.000
C -4.703 -2.710 2.611 0.000
C -1.204 -4.004 2.526 -0.001
C -1.828 -5.236 2.695 0.000
C -1.162 -6.261 3.348 0.000
C 0.116 -6.051 3.849 0.000
C 0.728 -4.814 3.706 0.000
C 0.068 -3.790 3.045 -0.001
H -3.640 -2.780 -0.044 0.000
H -2.862 -4.363 0.165 0.000
H -3.476 -5.065 -2.386 0.000
H -5.276 -5.066 -4.066 0.000
H -5.870 -2.977 -5.251 0.000
H -4.682 -0.872 -4.714 0.000
H -2.836 -0.894 -3.048 -0.001
H 0.424 -3.811 0.148 0.001
H 2.159 -5.569 -0.135 0.000
H 2.135 -6.994 -2.155 0.000
H 0.449 -6.627 -3.911 0.000
H -1.288 -4.893 -3.623 0.000
H -2.187 -0.706 3.658 -0.001
H -4.001 0.189 5.091 0.000
H -6.270 -0.803 4.930 0.000
H -6.707 -2.653 3.356 0.000
H -4.910 -3.519 1.919 0.000
H -2.834 -5.390 2.321 0.000
H -1.640 -7.224 3.465 0.000
H 0.631 -6.855 4.359 0.000
H 1.721 -4.648 4.104 0.000
H 0.526 -2.817 2.915 0.000
C 2.844 -0.225 -4.804 0.002
C 2.722 1.182 -4.205 0.006
C 3.849 2.082 -4.730 0.000
C 1.389 1.771 -4.678 0.000
Si 2.764 1.149 -2.280 0.027
O 1.560 0.300 -1.675 -0.010
C 4.464 0.597 -1.604 0.004
C 5.457 -0.051 -2.340 -0.001
C 6.691 -0.368 -1.785 0.000
C 6.959 -0.051 -0.462 0.000
C 5.982 0.576 0.298 0.000
C 4.760 0.899 -0.271 -0.002
C 2.682 2.963 -1.702 -0.004
C 3.793 3.808 -1.727 -0.002
C 3.720 5.106 -1.243 0.000
C 2.536 5.583 -0.697 0.000
C 1.420 4.760 -0.659 0.002
C 1.498 3.470 -1.167 0.029
H 2.738 -0.181 -5.894 0.000
H 2.063 -0.880 -4.411 0.000
H 3.806 -0.690 -4.590 0.000
H 3.929 1.989 -5.819 0.000
H 4.820 1.824 -4.299 0.000
H 3.649 3.128 -4.495 0.000
H 1.408 1.905 -5.765 0.000
H 1.192 2.744 -4.219 0.000
H 0.563 1.102 -4.433 0.000
H 5.281 -0.313 -3.374 0.001
H 7.446 -0.852 -2.392 0.000
H 7.927 -0.277 -0.032 0.000
H 6.179 0.825 1.334 0.000
H 4.015 1.415 0.328 -0.001
H 4.736 3.445 -2.123 0.000
H 4.593 5.748 -1.282 0.000
H 2.485 6.589 -0.301 0.000
H 0.493 5.120 -0.229 0.000
H 0.621 2.834 -1.145 -0.021
```

## Properties
maximum force	3.015	eV/Å
LUMO (alpha / beta)	-0.53 / -0.69	eV
multiplicity	4
molar mass	1007.02	g mol⁻¹
energy relative to the best compared isomer or geometry (same formula, charge and spin)	15.4	kcal/mol
⟨S²⟩	3.76

***

> Which formula does entry 3 have?

C57H50O5PS2V

***

> Look up the multiplicity of the first one.

1

***

> Among the records above, which one has the highest maximum force?

C57H51CoN3O5P2Si

***

> What is the formula in the fourth record?

C57H51CoN3O5P2Si